ORCA calculation (ωB97M-V with the def2-TZVPD basis set) on a molecular structure, C28H64BNaO16Ti in a non-equilibrium geometry.

```
111
Properties=species:S:1:pos:R:3
Ti -3.41900 -1.96597 -3.11039
Na -0.85116 4.14492 4.76166
O -2.77552 -2.50270 4.41025
O 1.18948 1.96696 -0.11669
O 1.89481 3.82555 0.94485
O 0.26613 -4.18014 -2.88027
O -2.29658 -3.82979 -3.51126
O -1.81127 -1.26840 -1.33589
O 2.25666 0.41621 -3.77665
O 0.89603 -2.41509 -0.80231
O -2.05939 5.21623 2.87860
O -0.76449 0.59349 -0.67450
O -0.09634 1.09231 1.63843
O 4.60570 4.86150 1.28940
O 1.15567 -0.41957 0.19263
O -4.81156 -0.29886 -2.24622
O 0.27503 2.69099 3.14540
O 2.92582 -0.76486 2.98746
C -0.64210 -3.13268 3.46816
C -0.84404 -0.70488 -0.89017
C -2.12384 4.97679 1.45758
C -2.58128 -2.39918 2.07357
C 1.48766 -4.10214 -3.61730
C 1.26322 -4.70085 -5.01056
C 2.36282 0.71965 4.80462
C -2.66819 -6.20181 -3.57506
C 2.57128 -1.80706 5.13042
C 5.42119 2.71288 0.42963
C 1.88758 -2.63442 -3.70270
C -2.62108 -4.94386 -1.35751
C -4.31888 1.04901 -1.96181
C -3.01632 5.99168 0.75150
C 0.49653 -1.33566 -0.47531
C -2.99351 -4.91310 -2.84837
C -1.82539 -2.19209 3.37815
C 5.15162 3.16750 2.91016
C 5.47158 3.76389 1.54664
C -5.35947 1.69378 -1.02713
C 2.05599 1.28273 -2.64666
C -2.66573 3.57311 1.28774
C 3.12302 1.00612 -1.60119
C 3.08205 -0.54763 4.40524
C 1.31153 2.78767 0.91787
C 0.49284 2.17931 2.07360
C -4.20207 1.80939 -3.26382
C 2.04755 2.73589 -3.08656
B 0.35438 0.83056 0.25297
H 5.49549 3.85750 3.68740
H 2.19580 -4.62679 -5.56075
H -0.13593 -2.99538 4.43031
H 3.73974 4.50415 1.05108
H 6.41673 2.45595 0.06264
H -2.71442 -3.47265 1.91650
H -3.75288 2.76476 -2.97677
H -1.54806 -5.12753 -1.23165
H -3.47695 1.33294 -3.92586
H -1.33535 -3.91721 -3.29811
H 4.15348 -0.51926 4.59884
H -2.80133 -3.95956 -0.91901
H 4.12871 1.17401 -1.99106
H -5.13910 1.98216 -3.78355
H 3.07120 -0.00451 -1.18551
H 4.86826 1.82190 0.72518
H -3.12894 -5.76917 -0.86220
H -2.51192 6.95281 0.65677
H 1.80525 3.35190 -2.21614
H 1.67481 -2.18818 4.62930
H 3.31538 -2.58319 4.95654
H 1.10935 -2.07907 -4.22487
H -2.75345 3.19163 0.27268
H -5.21060 1.40409 0.01223
H -3.25043 -7.04718 -3.20486
H -3.65188 3.48457 1.76345
H -2.12042 2.80532 1.84976
H 0.89350 -5.71792 -4.88514
H 3.02689 3.02796 -3.46063
H -1.11798 5.02293 1.02847
H 0.05271 -2.99482 2.64001
H 6.46926 4.20503 1.58431
H -3.57500 -1.95116 2.11704
H -2.08835 -2.00574 1.18369
H 2.16759 -2.24553 -2.72289
H 4.96957 3.15873 -0.46246
H 4.06656 3.10400 3.01489
H -4.06233 -4.67998 -2.80483
H 5.63134 2.21368 3.12998
H -3.41280 5.58071 -0.17226
H 2.96316 1.62590 -0.71300
H -2.00174 6.17689 2.96262
H 1.37290 0.70387 4.33979
H -6.33956 1.36661 -1.38031
H -5.34638 -0.67367 -1.53830
H 1.26013 2.87830 -3.82470
H -3.90111 6.17500 1.37315
H -3.37575 0.89930 -1.43642
H 2.18220 0.82384 5.87903
H 2.88564 1.63347 4.52631
H 2.80438 -2.44992 -4.27432
H 1.97271 -0.72821 2.84421
H 3.20247 0.31412 -3.91946
H 0.42960 -3.66891 -2.06790
H -5.38246 2.78216 -1.09070
H 0.48561 -4.11126 -5.50214
H -1.52804 -1.13946 3.43649
H 2.32735 -4.64594 -3.16943
H 2.30675 -1.65574 6.17516
H -0.96163 -4.17422 3.53158
H -1.61061 -6.44966 -3.52585
H -2.98795 -6.06054 -4.61031
H -2.60891 -1.94750 5.17635
H 1.08878 0.98630 -2.23252
```

Values from the calculation:
Frontier orbital gap (alpha / beta) = 4.731 / 7.755 eV
Electronic energy = -91041.24764 eV
Relative energy (zero: lowest compared OMol25 entry of this formula, charge and spin) = 0.0 kcal per mole
HOMO level (alpha / beta) = -0.3057 / -0.4168 Ha
<S²> = 3.7513
Charge = +1
Multiplicity = 4